C19H14Cl53N4O | ωB97M-V/def2-TZVPD

XYZ file:
```
91
Properties=species:S:1:pos:R:3:forces:R:3:mulliken_charge:R:1
C 1.4267 9.5508 5.0278 -0.014 0.056 -0.002 0.35
Cl 1.2404 11.1815 5.6763 0.009 -0.059 -0.016 -0.09
C -4.2022 -1.4354 -2.1188 -0.268 -0.102 0.159 -1.17
C -3.2856 2.2155 6.9269 -0.023 -0.021 0.063 0.32
Cl -0.9319 -4.2612 0.1167 -0.013 -0.210 0.039 0.00
Cl -0.2938 1.7053 -5.6217 0.083 0.557 -1.635 0.02
Cl 1.9843 4.3519 -0.4557 -0.141 -0.136 -0.013 0.04
Cl 3.0506 2.2124 1.1823 -0.283 -0.227 -0.204 -0.08
Cl -6.3100 0.2800 -1.7615 0.257 0.083 0.482 -0.19
Cl 0.1780 -8.4149 9.4560 0.024 0.000 0.021 -0.09
C 1.6210 -8.4852 10.4762 -0.031 -0.035 0.025 0.38
Cl 9.9240 6.0881 -5.6620 0.005 -0.017 0.034 -0.09
H -2.7684 0.4672 -1.8003 -0.031 0.071 0.370 0.45
C -2.7423 -1.5756 -1.7627 0.110 -0.551 1.268 -0.17
H 0.4574 -3.4649 -2.3664 -0.370 0.126 0.079 0.53
Cl -6.8091 -3.6406 -5.9654 0.033 0.044 0.006 -0.09
Cl -3.9094 -8.4971 -3.4295 0.043 0.010 0.038 -0.09
Cl 7.1620 4.8855 -2.7240 -0.037 -0.020 -0.017 0.00
C 1.9359 2.6307 -0.1230 0.143 0.195 0.052 0.21
C -5.1045 2.5735 1.5919 -0.108 0.120 0.081 0.29
Cl -2.8427 -9.9958 -1.2064 0.013 0.059 -0.019 -0.09
H -5.3789 -1.3692 -0.3421 -0.258 0.117 0.288 0.48
Cl -1.0620 -8.5470 -2.9549 -0.021 0.015 0.017 -0.10
C 0.8036 -6.8005 5.5135 0.053 -0.010 0.046 0.30
Cl -7.4050 -1.1821 -7.3531 0.058 -0.024 0.051 -0.09
Cl -1.5667 -6.5519 1.7503 0.106 0.174 0.263 0.00
Cl 10.6735 3.7548 -4.1370 -0.005 0.027 0.002 -0.09
Cl 5.1116 3.2863 -1.4749 0.485 0.155 -0.014 0.01
H -4.2774 -0.0144 -0.4986 -0.366 0.467 0.096 -0.23
Cl 0.7581 1.1258 -8.2517 -0.024 0.029 0.084 -0.09
N -2.0791 -0.2366 -1.5292 -1.152 0.336 -1.125 0.08
H 0.8879 -0.3692 -2.7565 0.002 0.079 0.041 0.38
H -0.7188 2.1951 -1.8455 0.185 0.031 -0.234 0.33
Cl 0.2815 2.1725 0.3530 -0.085 -0.109 0.039 -0.10
Cl 2.9034 -7.4939 9.7628 0.073 -0.056 0.220 -0.11
Cl 1.4020 -5.9185 4.0991 0.048 -0.017 0.007 -0.08
H -4.6077 -2.4450 -2.1079 0.007 -0.168 -0.316 0.48
C -1.0261 0.0079 -2.3183 0.626 0.054 -0.472 -0.70
Cl 4.4687 7.3842 3.0889 0.085 -0.119 -0.078 -0.02
C -4.9696 -0.6497 -1.0371 0.400 -0.545 -0.784 0.27
Cl -4.6728 -1.8338 -6.6833 0.006 0.000 0.019 -0.11
H -4.3713 -1.0459 -3.1171 0.177 0.251 -0.041 0.34
Cl 1.9394 -6.6249 6.8501 -0.135 0.028 -0.251 -0.02
C 10.9696 5.4821 -4.3724 0.025 -0.011 -0.043 0.35
Cl -3.0189 3.7878 6.1614 0.027 0.014 0.024 -0.08
Cl -3.5825 0.9983 5.6761 0.003 0.011 -0.001 -0.06
C -2.6548 -8.5413 -2.1870 -0.043 -0.067 -0.069 0.28
C -6.3608 -1.9423 -6.1530 -0.096 -0.019 -0.064 0.29
Cl -2.7986 -7.1135 -1.1486 -0.135 -0.087 -0.294 0.02
Cl -4.1982 2.9488 0.1128 0.049 -0.024 -0.052 -0.06
Cl 0.6305 -8.5108 5.1069 -0.011 0.038 -0.005 -0.10
Cl 2.6394 8.6746 5.9725 -0.009 -0.002 -0.014 -0.11
Cl -1.3762 -3.9373 2.9510 -0.054 0.057 -0.115 -0.10
Cl 1.8636 3.2982 -6.7018 -0.057 -0.060 0.034 -0.07
Cl 6.6807 6.8260 1.3192 -0.060 -0.017 -0.020 -0.08
H -0.4704 -1.8328 -0.5077 -0.389 0.106 -0.225 0.34
H 1.1311 -1.1405 -0.4200 0.096 0.064 -0.025 0.19
Cl -4.9365 0.8471 1.9540 0.004 0.016 0.161 -0.08
Cl 1.9513 9.6396 3.3427 -0.111 0.085 0.030 -0.08
Cl 4.4245 5.0897 -3.6167 -0.023 -0.024 0.011 -0.11
H -2.7010 -2.1199 -0.8202 0.132 -0.031 0.124 0.00
H -0.1989 1.0214 -3.8185 -0.332 -0.306 0.594 0.61
H -2.1832 -2.1831 -2.4709 0.024 0.189 -0.302 0.37
Cl 4.0472 7.2952 0.2358 -0.004 -0.027 -0.016 -0.12
N 2.3032 -2.8567 -1.7382 0.774 -0.149 -0.065 -0.57
Cl -1.8552 1.7656 7.8593 -0.034 0.014 -0.041 -0.10
Cl 4.5978 4.8628 1.6907 0.132 0.269 0.121 -0.02
N 0.1136 -0.5823 -2.1418 -0.189 -0.856 0.323 0.15
O -1.2338 2.2190 -2.6750 -0.912 0.244 -0.143 -0.39
Cl -4.6845 2.3121 7.9976 0.042 -0.003 -0.050 -0.09
H 2.6013 -3.6698 -2.2790 0.243 0.062 0.087 0.30
Cl -0.7948 3.5168 -7.8073 0.031 -0.071 0.080 -0.08
Cl -3.5908 -4.5694 1.2096 0.030 0.041 -0.063 -0.07
Cl -4.4587 3.5161 2.9330 -0.005 -0.069 -0.078 -0.03
C 0.3885 2.4174 -7.1085 0.209 0.124 -0.213 0.30
Cl 12.6596 5.7376 -4.8113 -0.058 -0.006 0.020 -0.10
Cl -0.7707 -6.1476 5.9889 0.008 -0.008 -0.012 -0.10
Cl 2.3835 1.7270 -1.5868 -0.291 -0.166 -0.041 -0.03
Cl -6.5352 -1.1114 -4.6002 -0.106 -0.061 -0.220 -0.03
C -1.8673 -4.8352 1.5165 -0.051 -0.169 0.312 0.17
C 5.6683 3.9930 -2.9977 0.082 0.071 -0.017 0.25
Cl 1.2337 -7.8711 12.0854 0.013 -0.005 -0.047 -0.09
Cl 10.6123 6.3484 -2.8719 -0.020 -0.010 0.004 -0.09
Cl 2.1742 -10.1572 10.5984 -0.008 0.047 -0.016 -0.09
N -1.1095 0.9565 -3.3430 0.938 0.246 1.765 -0.21
Cl -6.8063 2.9596 1.3518 0.096 -0.036 -0.020 -0.08
C 0.3940 -1.5729 -1.0956 1.018 -0.280 -0.445 -0.57
C 4.9512 6.5943 1.5886 0.135 0.050 0.091 0.25
Cl 5.9526 2.7032 -4.1742 -0.025 0.015 0.015 -0.12
Cl -0.1191 8.6980 5.1197 0.029 0.003 0.000 -0.09
C 1.0594 -2.7568 -1.7919 -0.788 0.142 0.250 -0.27
```
Forces are in eV/Å.

The net charge is +1. The gap between HOMO and LUMO comes out at 9.08 eV. The spin multiplicity is 1. As for the LUMO energy: -3.324 eV. The HOMO energy is -0.4559 Ha.


C19H14F6N4O8PdS2 | ωB97M-V/def2-TZVPD

XYZ file:
```
54
Properties=species:S:1:pos:R:3:forces:R:3:lowdin_spin:R:1
C -6.6156 4.4061 0.8405 0.017 0.007 0.006 0.00
C -0.9574 4.0508 -0.1966 0.020 0.006 -0.020 0.00
C 3.6948 0.7788 2.9527 -0.023 -0.005 0.001 0.00
F -3.0768 0.2967 3.9820 0.040 -0.019 -0.006 0.00
O -0.5376 -0.0636 -1.5393 -0.094 -0.021 0.111 0.17
C -3.0213 3.2674 0.7153 -0.009 -0.019 0.025 0.00
C -1.7667 0.1162 4.0242 0.048 0.049 -0.027 0.00
O -2.5545 -3.8295 1.4572 0.014 0.000 0.021 0.01
N 1.6860 0.2449 -0.0449 0.008 -0.053 -0.036 0.09
H 6.1678 0.7585 0.6235 -0.002 0.000 0.000 0.00
O -0.8184 -2.6301 0.1645 0.078 0.009 -0.097 0.03
C -3.3768 -2.0580 -0.3102 0.007 0.086 0.007 0.00
H -7.0435 5.2471 0.3008 0.007 0.006 -0.003 0.00
C 4.1964 0.3855 -1.2030 -0.007 -0.002 -0.025 0.00
C -2.4038 2.0456 0.9350 0.020 -0.136 -0.005 0.01
F -4.5714 -2.1474 0.2603 -0.009 -0.007 0.015 0.00
H -0.3450 4.8207 -0.6431 0.003 -0.003 0.006 0.00
O -1.6600 -2.4970 4.0859 0.032 -0.075 -0.059 0.01
H -4.9113 4.6433 -0.4068 0.016 -0.017 -0.005 0.00
H 3.1126 0.1441 -3.0523 0.006 -0.003 0.000 0.00
C 2.7751 0.4356 0.7610 0.051 0.034 -0.009 0.01
C 4.9925 0.8414 2.4022 0.029 0.004 -0.003 0.00
O 0.1516 -1.2915 2.8827 -0.356 0.161 0.113 0.04
C -0.4246 2.7990 0.0390 -0.093 0.021 0.059 0.00
F -3.1693 -0.7945 -0.6773 -0.027 -0.029 -0.016 0.00
O -7.3362 3.2649 0.4713 -0.022 0.014 -0.035 0.00
H 5.8418 0.9941 3.0546 0.001 -0.001 -0.004 0.00
C 0.5612 0.0331 -2.1974 0.124 0.096 0.002 0.01
C 3.0864 0.2238 -1.9757 0.059 0.013 -0.026 0.00
H -6.6823 4.5890 1.9138 -0.007 -0.006 0.001 0.00
H 0.5967 2.5629 -0.2252 0.014 -0.009 0.002 0.00
H 5.1835 0.4325 -1.6474 -0.003 -0.002 -0.004 0.00
H 1.6106 0.5090 2.5738 0.006 0.006 0.007 0.00
C 5.1763 0.7096 1.0565 0.010 0.003 0.002 0.00
N -1.1363 1.8177 0.6034 0.152 0.099 -0.050 0.09
C -2.2790 4.2889 0.1438 -0.011 0.025 -0.002 0.00
C 1.8304 0.1580 -1.3485 -0.056 -0.009 0.006 0.00
O -4.9065 2.6845 2.0241 0.019 0.034 0.023 0.00
H 3.5641 0.8825 4.0217 -0.008 0.000 -0.002 0.00
F -3.3373 -2.8382 -1.3791 0.023 -0.035 0.004 0.00
F -1.1635 1.1586 3.4336 -0.053 -0.015 0.048 0.00
C 2.6046 0.5799 2.1545 0.005 -0.013 -0.005 0.00
N -2.1044 -1.3190 1.8398 0.014 -0.045 -0.022 0.04
O 0.6883 0.0844 -3.4044 -0.044 -0.040 -0.025 0.01
Pd -0.3317 -0.2134 0.5657 0.036 -0.248 0.046 1.44
C -4.4520 3.3938 1.1439 -0.013 -0.059 -0.072 0.00
H -2.7144 5.2672 -0.0172 -0.009 -0.004 0.002 0.00
H -2.9555 1.2274 1.3808 -0.019 0.028 0.004 0.00
S -1.2626 -1.4618 3.1964 0.283 0.200 0.118 0.00
F -1.3642 0.0625 5.2867 0.006 -0.010 0.006 0.00
C 4.0693 0.5086 0.1998 -0.062 -0.002 0.043 0.00
H -7.0631 2.5516 1.0613 0.016 -0.019 0.025 0.00
S -2.0763 -2.6205 0.8815 -0.203 -0.038 -0.184 0.00
N -5.2037 4.3260 0.5024 -0.036 0.045 0.038 0.00
```
Forces are in eV/Å.

The net charge is 0. The gap between HOMO and LUMO (spin up / spin down) comes out at 8.73 / 8.29 eV. The spin multiplicity is 3. As for the LUMO energy (spin up / spin down): -0.837 / -1.391 eV. For the energy above the lowest of the compared OMol25 structures with the same formula, charge and spin, the calculation gives 0.8 kcal per mole. The HOMO energy (spin up / spin down) is -0.3517 / -0.3559 Ha.


C19H14IrN3O6S | ωB97M-V/def2-TZVPD

XYZ file:
```
44
Properties=species:S:1:pos:R:3:forces:R:3:mulliken_charge:R:1
H 2.8727 -3.0980 4.9082 -0.001 -0.011 -0.002 0.35
H 2.1272 0.8725 -2.1552 -0.028 -0.020 0.017 0.54
C 4.0232 -2.9978 1.2939 0.000 0.030 -0.026 -0.23
O -2.9005 2.9058 -2.5708 -0.175 0.077 -0.062 -0.27
C -4.0215 3.8084 -2.7365 -0.030 -0.007 -0.024 -0.72
C 3.5048 0.2782 -0.6087 0.049 0.033 -0.005 -0.50
C -4.7802 -2.2252 -0.1044 -0.364 -0.018 -0.130 0.43
H 4.0950 -1.1008 4.0868 0.003 0.000 -0.002 0.40
C 3.8859 -1.9275 3.4216 0.027 0.033 0.003 -0.16
H -3.6601 4.8117 -2.9477 0.007 0.000 -0.007 0.31
Ir -0.4778 2.2112 -1.1510 -0.121 0.202 0.274 0.52
C -1.9953 -0.0946 -1.6408 -0.035 0.117 0.063 0.62
C 3.3350 -4.0668 1.8511 0.002 -0.009 -0.028 -0.37
C 3.7822 0.3612 0.7484 -0.002 0.007 -0.017 0.38
H 3.1021 -4.9354 1.2459 -0.004 -0.004 0.011 0.36
C 2.9479 1.1317 1.5505 -0.026 0.009 0.023 -0.60
H 4.1309 -0.3048 -1.2688 0.005 -0.004 0.007 0.45
O -0.2121 1.0638 -2.7268 -0.197 -0.225 0.365 -0.63
C -2.5915 0.8704 0.4086 0.018 -0.008 -0.003 -0.29
C -1.0699 0.0257 -2.8167 0.591 0.148 0.138 0.50
C 2.3985 0.9390 -1.1093 0.067 0.023 0.007 -0.21
H -4.6249 3.8146 -1.8317 0.009 -0.011 0.006 0.32
C 3.2070 -3.0492 3.8781 -0.001 0.002 0.022 -0.36
S 5.1853 -0.4928 1.4456 -0.019 -0.011 -0.034 -0.11
O -2.0659 4.2169 -0.9266 -0.015 -0.072 0.194 -0.59
O -1.0163 -0.7520 -3.7229 -0.217 -0.030 -0.039 -0.58
H -4.1627 -0.1387 1.4953 0.028 0.039 0.004 0.52
C -3.7181 -1.1143 -0.3314 0.220 0.084 0.030 0.18
C 4.2962 -1.9015 2.0975 -0.022 -0.042 0.063 0.31
N 1.5902 1.6700 -0.3318 -0.437 -0.302 -0.394 -0.49
H -4.5859 3.4135 -3.5733 -0.001 -0.001 0.006 0.23
H 1.1919 2.3691 1.5683 -0.012 -0.028 0.019 0.42
N 2.9300 -4.1027 3.1169 0.003 0.016 -0.002 -0.55
H 4.3383 -3.0239 0.2596 0.002 -0.003 0.001 0.36
C -2.9226 -1.0924 -1.4753 -0.053 -0.152 -0.139 -0.66
O -4.8377 -3.0539 -1.0225 0.144 0.008 0.025 -0.70
H 3.1356 1.2331 2.6099 0.003 -0.002 0.001 0.37
C -3.5358 -0.1126 0.6127 -0.112 -0.028 0.108 -0.63
H -3.0495 -1.8689 -2.2196 0.019 0.023 -0.004 0.62
C -2.0332 3.2346 -1.6513 0.225 0.145 -0.291 1.00
N -1.8384 0.8599 -0.6948 0.273 -0.124 -0.245 -0.20
O -5.4298 -2.0824 0.9424 0.133 0.024 0.064 -0.71
H -2.4141 1.6838 1.1011 -0.025 -0.004 0.020 0.50
C 1.8638 1.7613 0.9754 0.070 0.094 -0.015 -0.18
```
Forces are in eV/Å.

The net charge is 0. The gap between HOMO and LUMO comes out at 6.06 eV. The spin multiplicity is 1. As for the LUMO energy: -1.950 eV. For the energy above the lowest of the compared OMol25 structures with the same formula, charge and spin, the calculation gives 29.9 kcal per mole. The HOMO energy is -0.2945 Ha.


| no. | energy (eV) |
| --- | --- |
| 1 | -691613.311 |
| 2 | -83725.314 |
| 3 | -50357.426 |